# C20H62N4O9

9 unconnected molecules or ions with the total composition C20H62N4O9 at a distorted geometry (wB97M-V/def2-TZVPD, OMol25).

CARTESIAN COORDINATES (ANGSTROEM)
C1 -3.4256 -27.2470 -0.9415
C2 -4.7882 -26.5947 -0.8031
O1 -5.3951 -26.7563 -2.1277
H1 -2.7064 -26.7344 -1.5805
H2 -3.4342 -28.3241 -1.1088
H3 -3.0265 -27.2271 0.0726
H4 -4.4972 -25.5565 -0.6434
H5 -5.3037 -26.9648 0.0832
H6 -6.2582 -26.3376 -2.0907
C3 -11.6933 -22.2067 -6.6323
C4 -12.4655 -22.6373 -5.4545
O2 -12.2340 -23.9815 -5.1237
H7 -12.1385 -21.2299 -6.8213
H8 -11.6190 -22.8903 -7.4780
H9 -10.6841 -21.9025 -6.3546
H10 -13.5128 -22.3633 -5.5820
H11 -12.3181 -22.0334 -4.5592
H12 -12.3008 -24.1545 -4.1818
C5 -7.2886 -29.3985 -0.2588
C6 -5.9827 -29.8894 -0.6828
C7 -5.7052 -31.3792 -0.3873
O3 -4.3257 -31.6098 -0.4085
C8 -3.9860 -33.0214 -0.2636
N1 -5.9323 -29.5815 -2.0821
H13 -7.4204 -28.3904 -0.6517
H14 -7.3795 -29.3042 0.8233
H15 -8.1651 -29.9423 -0.6113
H16 -5.1737 -29.3867 -0.1529
H17 -6.0982 -31.9764 -1.2101
H18 -6.0886 -31.7913 0.5462
H19 -4.4880 -33.6281 -1.0172
H20 -4.3190 -33.4088 0.6993
H21 -2.9163 -33.2273 -0.3022
H22 -5.6862 -28.6040 -2.0186
H23 -5.1821 -30.0163 -2.6001
C9 -9.9641 -27.4889 -1.9604
C10 -9.9633 -26.1424 -1.2005
C11 -9.3960 -25.0016 -2.0507
O4 -8.0294 -25.1720 -2.2553
C12 -7.5436 -24.1539 -3.1414
N2 -11.3060 -25.7348 -0.7646
H24 -10.6505 -28.1689 -1.4559
H25 -9.0029 -27.9413 -2.2048
H26 -10.4870 -27.3175 -2.9013
H27 -9.3749 -26.3246 -0.3012
H28 -9.5680 -24.0932 -1.4735
H29 -9.9907 -25.0116 -2.9641
H30 -8.0916 -23.6581 -3.9427
H31 -6.7333 -24.6616 -3.6646
H32 -7.0656 -23.4061 -2.5087
H33 -11.6620 -26.4389 -0.1340
H34 -11.2315 -24.8783 -0.2345
C13 -7.6031 -21.8223 0.1088
C14 -8.2345 -22.8964 1.0060
C15 -7.4250 -23.0407 2.2952
O5 -6.0951 -23.4934 1.9830
C16 -5.3778 -23.8385 3.2069
N3 -9.6027 -22.5492 1.3974
H35 -6.6297 -22.1203 -0.2807
H36 -7.5794 -20.8320 0.5636
H37 -8.1274 -21.7122 -0.8406
H38 -8.2807 -23.8968 0.5758
H39 -7.9241 -23.8146 2.8783
H40 -7.4597 -22.1096 2.8609
H41 -5.1165 -23.1030 3.9677
H42 -4.4246 -24.3050 2.9583
H43 -6.0377 -24.6373 3.5454
H44 -10.0973 -22.2565 0.5669
H45 -9.5303 -21.7117 1.9571
C17 -3.0737 -25.3736 -5.9981
C18 -4.4376 -25.7152 -5.4178
C19 -5.5883 -25.5664 -6.4552
O6 -5.6736 -24.2687 -6.9704
C20 -6.8159 -24.0529 -7.7279
N4 -4.2538 -26.9620 -4.6990
H46 -2.6740 -26.1040 -6.7015
H47 -2.3048 -25.4412 -5.2285
H48 -3.0632 -24.3548 -6.3854
H49 -4.6230 -24.8879 -4.7327
H50 -6.5151 -25.8350 -5.9483
H51 -5.4129 -26.2629 -7.2751
H52 -7.5691 -23.4622 -7.2064
H53 -7.2644 -24.8615 -8.3049
H54 -6.4017 -23.5268 -8.5879
H55 -3.2643 -27.1457 -4.7840
H56 -4.4094 -26.8501 -3.7074
O7 -12.6212 -27.4209 1.0159
H57 -13.5248 -27.1213 1.1163
H58 -12.2659 -27.4136 1.9047
O8 -13.7265 -28.9979 -1.2619
H59 -13.0141 -28.4443 -0.9424
H60 -14.0707 -28.5306 -2.0231
O9 -13.0631 -24.5789 -2.4040
H61 -13.6986 -25.2022 -2.7559
H62 -12.4569 -25.1162 -1.8941

Summary:
- Orbital gap: 8.94 eV
- SMILES: COC[C@H](C)N.COC[C@H](C)N.COC[C@H](C)N.COC[C@H](C)N.CCO.CCO.O.O.O
- Energy relative to the best compared isomer or geometry (same formula, charge and spin): 59.49 kcal/mol
- DFT total energy: -46128.8345 eV

---

# C7H15N4O

A gas-phase ion, C7H15N4O (charge +1) at a distorted geometry (wB97M-V/def2-TZVPD, OMol25).

CARTESIAN COORDINATES (ANGSTROEM)
C1 0.1771 0.3372 1.4423
C2 0.1791 -1.0244 2.6214
C3 0.0852 1.3412 2.3236
C4 -1.0418 -1.0927 -1.8881
C5 1.6276 -0.0877 -0.4614
C6 -0.1089 1.4486 -0.6924
C7 -0.7658 -0.7717 -0.4018
N1 -0.0700 -0.4265 3.6714
N2 0.4769 -2.2976 2.4695
N3 0.1765 2.6940 2.2760
N4 0.2611 0.2162 0.0060
O1 -0.0822 0.9069 3.6485
H1 -1.7903 -0.3529 -2.2465
H2 0.0081 -1.0740 -2.4690
H3 -1.4570 -2.1032 -2.0461
H4 1.4566 -0.6365 -1.4801
H5 2.1267 0.8801 -0.6932
H6 2.4635 -0.6709 0.0268
H7 -1.2034 1.5169 -0.4180
H8 0.5164 2.3447 -0.4561
H9 0.0567 1.6049 -1.8168
H10 -0.5514 -1.7392 -0.0927
H11 -1.6900 -0.4832 0.0852
H12 0.4111 -2.9033 3.2624
H13 0.1376 -2.7728 1.6188
H14 -0.2543 3.3798 2.9763
H15 0.5641 3.2168 1.5124

Summary:
- Orbital gap: 9.72 eV
- SMILES: CC[N+](C)(C)c1c(N)noc1N
- Energy relative to the best compared isomer or geometry (same formula, charge and spin): 115.14 kcal/mol
- DFT total energy: -15498.7208 eV
- Charge: +1

---

> The lowest energy relative to the best compared isomer or geometry (same formula, charge and spin) belongs to which entry?

C20H62N4O9

---

> What is the formula in the second record?

C7H15N4O

---

> The highest orbital gap belongs to which entry?

C7H15N4O